The following is a quantum chemistry calculation of C29H22AsN4NiO5 as an isolated structure, from the OMol25 dataset.

Values from the calculation:
energy above the lowest of the compared OMol25 structures with the same formula, charge and spin = 0.0 kJ/mol
orbital gap (spin up / spin down) = 6.14 / 7.21 eV
F_max = 0.9 eV/A
electronic energy = -148503.519 eV
HOMO energy (spin up / spin down) = -11.51 / -11.51 eV

```
! wB97M-V def2-TZVPD RIJCOSX def2/J DEFGRID3
* xyz 1 3
Ni 1.300 -0.376 -0.080
O 0.806 -2.014 3.519
C 0.823 -1.615 2.377
O 1.210 -0.447 1.961
C 0.312 -2.530 1.250
C -0.237 -3.796 1.360
C -0.635 -4.440 0.192
C -0.475 -3.837 -1.053
C 0.085 -2.572 -1.102
N 0.430 -1.995 0.044
C 0.390 -1.715 -2.355
O 0.134 -2.174 -3.444
O 0.909 -0.565 -2.073
H -0.340 -4.248 2.336
H -1.069 -5.429 0.252
H -0.764 -4.323 -1.974
C 4.298 -0.290 1.861
C 4.160 -1.102 0.624
N 3.132 -1.170 -0.213
C 3.502 -2.006 -1.252
C 4.757 -2.456 -1.029
N 5.153 -1.878 0.154
H 3.323 -0.089 2.297
H 4.797 0.655 1.638
H 4.903 -0.823 2.593
H 2.858 -2.202 -2.090
H 5.393 -3.115 -1.590
H 6.043 -2.000 0.608
C -4.004 -0.159 3.368
C -4.356 -0.090 2.028
C -3.382 0.121 1.065
C -2.052 0.268 1.454
C -1.692 0.201 2.799
C -2.678 -0.011 3.750
As -0.788 0.684 0.068
C -1.661 0.903 -1.609
C -2.256 -0.067 -2.399
C -2.755 0.299 -3.639
C -2.641 1.614 -4.072
C -2.034 2.579 -3.280
C -1.532 2.231 -2.033
C -0.856 3.147 -1.083
C -0.631 4.503 -1.272
C 0.006 5.240 -0.281
C 0.418 4.644 0.905
C 0.205 3.287 1.110
C -0.426 2.561 0.115
H -4.766 -0.326 4.117
H -5.389 -0.201 1.727
H -3.662 0.180 0.020
H -0.668 0.322 3.112
H -2.402 -0.063 4.794
H -2.330 -1.095 -2.067
H -3.221 -0.441 -4.273
H -3.026 1.890 -5.044
H -1.954 3.596 -3.640
H -0.951 4.994 -2.181
H 0.178 6.297 -0.432
H 0.901 5.238 1.669
H 0.524 2.814 2.032
O 2.527 1.977 -1.273
N 2.155 1.417 -0.365
*
```

The following is a quantum chemistry calculation of CH4BNa6O3 as an isolated structure, from the OMol25 dataset.

Values from the calculation:
energy above the lowest of the compared OMol25 structures with the same formula, charge and spin = 0.0 kJ/mol
orbital gap (spin up / spin down) = 7.74 / 4.59 eV
F_max = 6.4 eV/A
electronic energy = -34377.578 eV
HOMO energy (spin up / spin down) = -22.91 / -22.91 eV

```
! wB97M-V def2-TZVPD RIJCOSX def2/J DEFGRID3
* xyz 4 2
Na 0.891 -2.413 -2.938
Na -1.623 0.137 -3.077
Na 0.117 -0.162 1.990
Na 2.036 -2.185 0.076
Na -1.278 -4.195 -0.430
Na -0.503 2.244 -0.792
C -0.981 -1.354 -0.534
O -1.151 -1.974 -1.602
O -1.067 -0.146 -0.385
O -0.459 -1.985 0.387
B 0.787 2.430 1.455
H 0.573 1.553 0.864
H 1.817 2.697 1.275
H 0.116 3.245 1.229
H 0.727 2.107 2.483
*
```

The following is a quantum chemistry calculation of an isolated ion of composition C6H16N5 and charge +1, from the OMol25 dataset.

Values from the calculation:
energy above the lowest of the compared OMol25 structures with the same formula, charge and spin = 625.3 kJ/mol
orbital gap (spin up / spin down) = 6.09 / 7.40 eV
F_max = 4.1 eV/A
electronic energy = -13919.818 eV
HOMO energy (spin up / spin down) = -12.02 / -12.01 eV

```
! wB97M-V def2-TZVPD RIJCOSX def2/J DEFGRID3
* xyz 1 1
C -0.488 -0.254 -0.362
C 0.420 -1.221 -1.175
C 1.295 1.380 -0.522
C 1.262 2.856 -0.126
C -2.282 0.578 0.917
C -2.551 -1.671 0.011
N -0.004 0.917 -0.092
N 2.327 0.632 0.145
N 1.461 -1.951 1.006
N -1.712 -0.449 0.101
N 1.585 -1.552 -0.255
H -0.009 -2.229 -1.508
H 0.770 -0.806 -2.072
H 1.375 1.418 -1.658
H 2.185 3.370 -0.376
H 1.099 2.845 1.035
H 0.502 3.420 -0.572
H -1.710 1.471 0.534
H -3.367 0.654 0.831
H -2.016 0.316 1.950
H -3.564 -1.229 -0.170
H -2.293 -2.234 -0.866
H -2.642 -2.159 1.023
H 3.243 1.065 -0.201
H 0.565 -2.044 1.484
H 2.111 -1.287 1.662
H 2.436 -1.837 -0.744
*
```

The following is a quantum chemistry calculation of a 2-piece molecular cluster, C4H9NO2 overall, from the OMol25 dataset.

Values from the calculation:
energy above the lowest of the compared OMol25 structures with the same formula, charge and spin = 363.4 kJ/mol
orbital gap = 9.73 eV
F_max = 0.5 eV/A
electronic energy = -9876.294 eV
HOMO energy = -8.64 eV

```
! wB97M-V def2-TZVPD RIJCOSX def2/J DEFGRID3
* xyz 0 1
C -2.638 0.467 -0.321
N -1.758 -0.534 0.245
C -1.550 -0.532 1.494
C 1.165 0.011 0.524
O 0.761 -0.522 -0.616
O 2.431 0.372 0.439
C 3.173 0.131 -0.766
H -3.060 1.125 0.446
H -3.450 -0.009 -0.876
H -2.087 1.074 -1.048
H -0.206 -0.735 -0.476
H -0.826 -1.220 1.922
H -2.044 0.150 2.196
H 4.194 0.466 -0.585
H 2.737 0.693 -1.593
H 3.159 -0.937 -0.985
*
```